[1]
C39H46Cl20FN3O6PS2 | the ωB97M-V functional and the def2-TZVPD basis

Structure (XYZ):
```
118
Properties=species:S:1:pos:R:3:forces:R:3:lowdin_charge:R:1
C 6.590 2.647 2.339 -1.11 -0.50 -0.45 -0.138
C 5.200 3.250 1.742 -2.85 0.80 -1.06 -0.124
C 4.039 2.149 1.416 -1.46 4.67 -0.94 0.054
C 2.630 2.675 0.872 2.37 1.77 0.78 -0.012
C 2.349 4.267 0.639 1.95 -1.04 0.89 0.034
C 3.473 5.375 0.928 0.88 -4.21 0.34 -0.076
N 3.190 6.846 0.738 3.39 1.08 -5.73 0.120
C 3.660 7.382 -0.417 -2.42 -2.30 -3.18 -0.059
O 3.855 7.666 -1.694 -6.20 0.38 11.66 -0.298
C 4.900 4.816 1.481 -1.46 -1.73 -0.03 -0.042
F 5.964 5.799 1.803 -3.28 -2.98 -1.03 -0.128
C 0.821 4.615 0.126 -0.91 2.32 -2.00 -0.199
O 0.552 5.518 -0.773 1.57 -4.71 4.83 -0.006
C -0.346 3.717 0.867 -2.28 -1.92 1.80 0.028
C -1.737 4.340 1.394 1.82 -3.39 0.06 -0.101
N -1.935 5.834 1.152 -3.70 -2.39 -6.10 0.065
C -2.607 5.859 -0.026 1.11 -0.46 1.85 -0.560
S -3.426 5.814 -1.515 2.54 0.39 4.65 0.610
C -2.838 3.420 2.165 2.93 -1.13 -0.49 0.058
C -4.192 4.128 2.705 -5.73 2.65 2.77 -0.511
O -5.322 3.742 2.127 5.63 0.94 1.36 -0.115
O -4.269 5.089 3.770 2.22 -5.01 -5.51 -0.216
C -2.529 1.835 2.407 3.38 2.21 -2.30 -0.144
P -3.687 0.647 3.332 -3.04 3.87 2.46 0.650
O -4.902 1.323 4.043 3.07 -1.93 -2.07 -0.473
C -1.128 1.189 1.868 -0.49 4.51 -0.98 -0.167
N -0.798 -0.265 2.058 -3.70 -1.31 -5.83 0.030
C -1.272 -0.930 0.971 3.97 1.04 0.59 -0.571
S -1.221 -1.752 -0.520 -0.82 2.44 4.86 0.624
C -0.065 2.125 1.120 -1.41 1.31 0.63 0.010
C 1.404 1.610 0.576 -0.19 -2.91 -1.14 -0.207
O 1.587 0.456 -0.012 -0.72 6.16 3.34 -0.036
H 6.365 2.284 3.437 0.66 1.01 -2.17 0.046
H 7.494 3.364 2.271 -1.93 -1.21 0.11 0.018
H 6.820 1.681 1.719 -0.40 1.83 1.04 0.088
H 4.181 1.014 1.589 -0.12 2.31 -0.34 0.025
H -2.886 0.050 4.398 -0.11 0.73 -1.34 -0.012
H -4.066 -0.417 2.428 0.36 1.46 0.13 -0.054
Cl -0.325 -5.316 -0.655 -0.05 -0.02 0.06 0.516
C -1.702 -6.408 -0.951 -0.14 -0.15 -0.10 -0.656
C -2.469 -6.035 -2.207 -0.02 -0.25 0.05 -0.680
Cl -3.345 -4.495 -2.028 0.05 0.02 0.01 0.532
H -2.345 -6.389 -0.067 0.07 0.11 -0.19 0.067
H -1.291 -7.415 -1.051 -0.06 0.12 -0.09 0.070
H -3.217 -6.802 -2.426 0.15 0.17 0.11 -0.004
H -1.807 -5.950 -3.072 -0.06 0.04 0.20 0.073
Cl -3.653 -8.919 -3.924 0.05 -0.06 -0.13 0.563
C -5.156 -9.396 -3.095 -0.40 -0.11 0.20 -0.640
C -6.383 -8.762 -3.726 0.05 -0.17 0.03 -0.687
Cl -6.442 -7.002 -3.458 0.12 0.09 0.04 0.564
H -5.062 -9.127 -2.040 0.02 0.05 -0.21 0.070
H -5.224 -10.485 -3.164 -0.03 0.15 -0.08 0.073
H -7.289 -9.181 -3.279 0.15 0.01 0.02 0.080
H -6.421 -8.943 -4.804 0.17 0.29 0.73 -0.064
Cl 6.923 4.170 -1.078 -0.10 -0.14 0.37 0.606
C 7.103 4.792 -2.719 0.19 0.15 -0.58 -0.670
C 7.152 6.305 -2.761 0.18 0.25 -0.50 -0.605
Cl 5.585 7.073 -2.349 5.41 -2.14 -1.69 0.785
H 6.279 4.400 -3.321 0.06 0.12 0.15 0.070
H 8.037 4.380 -3.110 -0.10 0.08 0.03 0.066
H 7.400 6.629 -3.776 0.10 -0.16 0.06 0.065
H 7.909 6.704 -2.080 -0.13 -0.15 -0.04 0.067
Cl 2.085 -3.127 0.055 0.16 0.06 0.06 0.531
C 2.886 -3.612 1.570 0.07 -0.09 0.11 -0.647
C 3.240 -2.419 2.439 -0.32 -0.18 0.22 -0.642
Cl 4.536 -1.429 1.723 0.10 -0.11 -0.06 0.582
H 3.772 -4.198 1.312 -0.11 0.19 0.01 0.067
H 2.189 -4.264 2.101 0.05 0.17 0.02 0.069
H 3.604 -2.763 3.411 -0.02 -0.02 -0.17 0.073
H 2.374 -1.774 2.609 0.12 -0.08 -0.17 0.065
Cl -6.399 -11.523 -9.629 -0.03 -0.01 0.02 0.535
C -6.084 -9.816 -9.228 0.04 0.25 0.04 -0.663
C -5.635 -9.639 -7.789 0.31 0.13 -0.25 -0.628
Cl -6.943 -9.978 -6.629 -0.21 -0.42 -0.64 0.621
H -6.993 -9.246 -9.439 0.12 -0.16 0.12 0.071
H -5.300 -9.472 -9.907 -0.04 -0.05 0.17 0.074
H -5.324 -8.604 -7.622 -0.10 -0.11 -0.06 0.082
H -4.790 -10.290 -7.548 -0.23 0.04 -0.05 0.074
Cl 6.423 9.019 5.637 0.06 -0.02 0.04 0.525
C 5.932 9.958 4.205 -0.14 0.17 -0.28 -0.665
C 5.710 9.076 2.989 -0.20 0.05 0.05 -0.663
Cl 7.231 8.380 2.378 0.09 0.16 0.07 0.555
H 6.697 10.716 4.018 -0.06 -0.23 0.03 0.067
H 5.002 10.470 4.466 0.07 -0.15 -0.05 0.072
H 5.283 9.667 2.175 0.08 0.00 0.16 0.071
H 5.025 8.254 3.208 0.19 0.09 0.00 0.066
Cl -0.230 -2.789 4.863 0.01 0.05 0.00 0.538
C -1.578 -3.915 4.562 -0.18 -0.24 -0.08 -0.656
C -2.354 -3.557 3.307 -0.01 -0.37 0.12 -0.609
Cl -3.272 -2.041 3.493 0.62 -2.65 0.14 0.591
H -2.221 -3.918 5.446 0.10 0.12 -0.18 0.069
H -1.140 -4.911 4.456 -0.04 0.13 -0.07 0.068
H -3.082 -4.342 3.084 0.12 0.04 0.10 0.074
H -1.694 -3.449 2.442 -0.06 0.10 0.15 0.053
Cl -10.846 -6.024 -0.847 -0.05 -0.06 -0.01 0.527
C -9.483 -5.269 -1.712 0.26 0.14 -0.14 -0.672
C -9.937 -4.504 -2.942 0.17 0.19 0.23 -0.662
Cl -10.537 -5.586 -4.224 -0.05 -0.05 -0.02 0.521
H -8.767 -6.055 -1.968 -0.22 0.13 -0.03 0.023
H -9.001 -4.587 -1.007 -0.12 -0.01 -0.13 0.077
H -9.096 -3.948 -3.365 -0.06 -0.15 0.10 0.074
H -10.730 -3.790 -2.702 0.09 -0.22 -0.01 0.069
Cl -1.945 0.871 -5.186 -0.05 -0.07 -0.03 0.522
C -1.679 2.586 -4.786 0.11 0.33 0.10 -0.666
C -1.239 2.778 -3.346 0.13 0.09 -0.06 -0.659
Cl -2.540 2.404 -2.189 0.05 -0.13 -0.03 0.534
H -2.602 3.131 -5.000 0.11 -0.17 0.13 0.068
H -0.903 2.952 -5.463 -0.04 -0.07 0.14 0.069
H -0.958 3.821 -3.179 -0.09 -0.07 -0.06 0.066
H -0.377 2.151 -3.102 -0.20 0.02 -0.07 0.070
Cl 8.537 4.190 4.389 0.14 0.14 0.31 0.596
C 8.040 4.591 6.052 -0.02 0.11 0.27 -0.640
C 7.453 3.394 6.780 0.23 0.09 0.11 -0.655
Cl 5.876 2.907 6.110 0.00 -0.01 0.00 0.565
H 7.330 5.420 6.003 0.06 -0.21 -0.07 0.067
H 8.935 4.940 6.574 -0.11 -0.12 -0.02 0.071
H 7.287 3.644 7.831 0.01 0.06 -0.17 0.071
H 8.121 2.530 6.737 -0.13 0.16 -0.10 0.068
```
Positions in Å, forces in eV/Å.

LUMO level ... 0.54 eV
Net charge ... -1
Kohn-Sham gap ... 5.163 eV


[2]
C13H23F6MnN6O2P | the ωB97M-V functional and the def2-TZVPD basis

Structure (XYZ):
```
52
Properties=species:S:1:pos:R:3:forces:R:3:lowdin_charge:R:1
Mn 0.164 1.171 0.147 0.31 -0.35 -0.38 0.984
N -1.211 -0.592 -0.135 -0.29 -1.69 -0.26 -0.012
C -1.742 -1.192 1.175 -0.09 0.89 -0.87 -0.163
C -1.844 0.061 2.051 -0.04 -0.05 0.52 -0.164
N -0.519 0.763 2.106 -0.33 0.10 0.35 -0.121
C 0.503 0.201 3.048 0.60 -0.96 -0.55 -0.131
C 1.723 -0.314 2.268 -0.05 0.72 -0.72 -0.137
N 1.872 0.472 0.976 -0.07 0.92 1.57 -0.001
H -0.683 -1.356 -0.605 -0.11 0.35 0.30 0.048
H -1.995 -0.436 -0.784 0.31 0.05 0.40 0.111
H -2.738 -1.668 1.056 0.57 0.42 -0.05 0.132
H -1.067 -1.999 1.496 0.02 0.56 0.09 0.112
H -2.524 0.739 1.508 0.13 -0.14 0.36 0.120
H -2.273 -0.098 3.067 0.45 -0.01 -0.63 0.144
H -0.609 1.698 2.520 -0.66 -0.07 -0.40 0.073
H 0.766 0.990 3.756 0.04 -0.22 -0.14 0.122
H 0.147 -0.688 3.580 -0.46 0.46 0.14 0.131
H 2.634 -0.157 2.793 0.64 0.20 0.82 0.115
H 1.703 -1.389 2.111 -0.40 0.01 -0.60 0.118
H 2.359 1.369 1.235 -0.48 -0.94 -0.42 0.134
H 2.439 0.004 0.306 0.63 -0.52 -0.63 0.106
N -1.152 2.639 -0.548 0.75 0.01 0.18 -0.010
C -0.519 3.482 -1.606 0.38 -0.31 -0.76 -0.181
C -0.433 2.670 -2.915 -0.42 -0.77 0.10 -0.062
C 0.108 1.234 -2.593 0.13 2.08 0.95 -0.564
O -0.295 0.270 -3.153 -0.18 -1.18 -0.51 0.112
O 0.994 1.201 -1.554 -0.91 -0.17 0.27 -0.168
H -2.059 2.368 -0.844 -1.10 -0.36 -0.31 0.107
H -1.254 3.192 0.289 -0.16 0.53 0.33 0.089
H 0.499 3.650 -1.266 -0.11 0.51 0.06 0.113
H -1.086 4.414 -1.731 0.33 -0.23 0.06 0.138
H 0.218 3.132 -3.680 -0.22 -0.04 0.55 0.138
H -1.438 2.537 -3.388 0.78 0.07 0.34 0.133
F 0.854 3.069 1.131 -0.27 -0.22 -0.14 -0.282
P 0.910 4.152 2.531 1.53 0.19 -1.55 0.229
F -0.261 4.965 1.809 0.19 0.04 -0.14 -0.119
F 1.004 5.133 3.728 -0.23 -0.32 0.53 -0.053
F -0.241 3.192 3.178 -0.15 0.29 0.53 -0.161
F 2.009 3.096 3.077 -0.17 0.08 0.44 -0.143
F 2.082 4.902 1.719 -0.85 -0.09 0.24 -0.122
N 0.430 -7.286 -4.600 0.00 0.51 0.42 0.190
C 0.387 -6.445 -3.813 0.05 -0.95 -0.26 -0.161
C 0.305 -5.394 -2.840 -0.22 0.23 -0.35 -0.221
C 0.515 -5.594 -1.489 0.19 0.44 0.82 0.017
C 0.387 -4.493 -0.604 0.29 -0.76 -2.14 -0.105
N 0.079 -3.296 -1.077 0.29 0.53 0.20 0.027
C -0.070 -3.109 -2.401 -0.22 0.06 1.10 -0.112
C -0.005 -4.128 -3.318 -0.54 0.57 -0.57 0.006
H 0.807 -6.574 -1.153 -0.01 -0.09 0.25 0.122
H 0.654 -4.543 0.426 -0.18 -0.34 0.68 0.099
H -0.247 -2.072 -2.621 -0.18 0.15 -0.79 0.079
H -0.287 -3.940 -4.366 0.52 -0.20 0.55 0.142
```
Positions in Å, forces in eV/Å.

Expectation value of S² ... 6.0571
LUMO level (alpha / beta) ... -5.36 / -3.97 eV
Net charge ... +1
Spin multiplicity ... 5
Kohn-Sham gap (alpha / beta) ... 7.659 / 9.053 eV


[3]
C6H14N2O2 | the ωB97M-V functional and the def2-TZVPD basis

Structure (XYZ):
```
24
Properties=species:S:1:pos:R:3:forces:R:3:lowdin_charge:R:1
C 0.863 2.134 0.954 1.00 -1.92 1.93 -0.028
N 0.468 1.046 1.966 -1.07 2.67 -4.35 0.052
C -0.844 0.664 1.812 0.41 -1.62 3.18 -0.532
C -1.420 0.041 3.086 -2.27 -2.58 -2.91 0.005
O -1.464 0.703 0.789 -0.44 0.58 -1.15 0.057
H 0.904 3.122 1.382 -0.18 0.24 0.34 0.078
H 1.829 1.878 0.559 0.49 0.02 -0.22 0.062
H 0.154 2.057 0.193 -1.05 0.20 -1.21 0.043
H 1.044 0.993 2.739 0.43 -0.34 2.06 0.097
H -1.143 -1.006 3.245 0.04 -0.26 -0.94 0.093
H -1.091 0.371 3.942 2.42 2.83 4.40 0.000
H -2.507 0.045 3.283 0.26 0.22 -1.16 0.099
C -1.480 -1.716 -1.990 1.42 2.28 -1.33 -0.045
N -0.299 -0.817 -1.626 -0.14 -3.02 -1.50 0.024
C 0.882 -1.097 -2.349 -3.12 1.50 1.93 -0.586
C 2.078 -0.328 -1.934 -0.65 1.82 0.66 0.002
O 0.787 -1.930 -3.187 1.18 -1.89 -2.08 0.060
H -1.500 -1.566 -3.085 -0.46 -0.69 0.38 0.081
H -1.278 -2.738 -1.769 0.27 -0.70 0.20 0.064
H -2.450 -1.424 -1.607 0.26 0.46 0.55 0.072
H -0.445 -0.055 -1.050 -0.17 1.54 1.39 0.041
H 2.718 -0.030 -2.788 -0.26 -0.42 0.72 0.097
H 1.652 0.590 -1.399 1.00 -0.99 -0.77 0.079
H 2.542 -0.938 -1.165 0.63 0.07 -0.13 0.086
```
Positions in Å, forces in eV/Å.

LUMO level ... 0.65 eV
Net charge ... 0
Kohn-Sham gap ... 9.697 eV


What are the energy relative to the best compared isomer or geometry (same formula, charge and spin) values for these records? In order: 443.55, 0.00, 46.84 kcal per mole.